10
Properties=species:S:1:pos:R:3 method="wB97M-V/def2-TZVPD" homo_lumo_gap_ev=9.45 smiles="N#CN=C(N)N" lumo_energy_ev=0.38 de_lowest_kcal_mol=14.1 spin_multiplicity=1 mol_weight_g_mol=84.08
C 1.14400 0.60704 2.62907
C 0.13795 0.44837 0.61800
N 1.85586 0.12420 3.42420
N 0.41416 1.18584 1.74181
N -0.44675 1.01250 -0.51534
N 0.43277 -0.92271 0.65045
H -0.78756 1.95902 -0.40296
H -0.07479 0.66120 -1.39695
H 1.21026 -1.41747 1.03800
H 0.13821 -1.50180 -0.11255



31
Properties=species:S:1:pos:R:3 method="wB97M-V/def2-TZVPD" homo_lumo_gap_ev=8.14 charge=+1 smiles="C/C(C=[NH2+])=C(/C)C[Si](C)(C)C" lumo_energy_ev=-4.64 de_lowest_kcal_mol=0.0 spin_multiplicity=1 mol_weight_g_mol=170.35
C 1.14654 -0.29645 1.62303
C 2.40051 0.10182 2.24080
C 0.01740 -0.24053 2.63408
C 1.92923 -0.68363 -0.71339
C -1.90599 1.61075 0.09784
C -0.52516 0.91143 -2.65044
C -3.10104 -0.69059 -1.74090
C -0.49231 -1.18258 -0.30484
C 0.81902 -0.71430 0.29661
N 3.59669 0.18517 1.69881
Si -1.54962 0.25744 -1.18824
H 0.27932 -0.77965 3.54196
H -0.89396 -0.67290 2.23947
H -0.19249 0.79320 2.90573
H 1.57053 -0.94917 -1.70479
H 2.70569 -1.40275 -0.44237
H 2.37066 0.31243 -0.77509
H -2.73003 2.23293 -0.24470
H -2.19598 1.20295 1.06219
H -1.05107 2.26574 0.25267
H -1.10549 1.63860 -3.20997
H 0.38589 1.40911 -2.33132
H -0.25123 0.12278 -3.34587
H -3.76949 -0.03906 -2.29623
H -2.85682 -1.52863 -2.38885
H -3.66179 -1.08226 -0.89675
H -1.15169 -1.61235 0.44000
H -0.27734 -1.90525 -1.07989
H 2.33202 0.35875 3.28874
H 4.39775 0.43221 2.26014
H 3.76024 -0.05521 0.73160



8
Properties=species:S:1:pos:R:3 method="wB97M-V/def2-TZVPD" homo_lumo_gap_ev="7.78 / 10.21" lumo_energy_ev="0.43 / 0.91" de_lowest_kcal_mol=152.4 spin_multiplicity=1 mol_weight_g_mol=56.07
C -1.09907 -0.62017 0.05792
C -1.23253 0.69060 0.18481
N -0.42489 0.27115 -0.83852
N 1.72269 0.22588 0.08976
H -1.39896 -1.67068 0.33568
H -1.38395 1.66979 0.71233
H 2.27646 0.31932 -0.70240
H 1.54025 -0.88590 0.16041



36
Properties=species:S:1:pos:R:3 method="wB97M-V/def2-TZVPD" homo_lumo_gap_ev="4.89 / 4.86" charge=-2 lumo_energy_ev="5.11 / 5.08" de_lowest_kcal_mol=6.5 spin_multiplicity=4 mol_weight_g_mol=307.72
C 1.92858 -2.10409 0.95149
C 2.03970 -2.15759 -0.47409
C 0.72293 -2.04759 -1.02163
H 2.96628 -2.23190 -1.04402
C -0.19167 -1.99787 0.07670
C 0.54997 -1.99836 1.30034
H 0.14660 -1.90779 2.30149
H 2.74729 -2.19577 1.65163
H 0.46816 -1.96981 -2.06976
H -1.26522 -2.02953 -0.00490
V 1.05751 -0.41745 0.12535
Cl 2.36043 1.51653 -0.22798
C 1.12984 1.96514 -3.17543
C -0.09968 1.31360 -3.49407
C 0.21181 0.07228 -4.13340
H -1.09874 1.70738 -3.31461
C 1.63646 -0.03957 -4.21061
C 2.20209 1.13136 -3.61979
H 3.26296 1.36133 -3.54017
H 1.23516 2.93193 -2.69072
H -0.50888 -0.64043 -4.53468
H 2.18978 -0.85552 -4.67517
C -1.07242 0.64184 0.25059
C -1.44118 0.64328 1.67280
C -2.24457 -0.33812 2.31424
C -2.54252 -0.22198 3.67390
C -2.08091 0.87051 4.42521
C -1.34123 1.87240 3.78779
C -0.94549 1.71101 2.46755
H -1.12017 1.64155 -0.20629
H -1.62315 -0.09055 -0.35960
H -2.61290 -1.20860 1.75878
H -3.12827 -1.01054 4.16509
H -2.22133 0.89333 5.50723
H -1.06899 2.76351 4.34692
H -0.24823 2.42606 2.01980



36
Properties=species:S:1:pos:R:3 method="wB97M-V/def2-TZVPD" homo_lumo_gap_ev=8.50 lumo_energy_ev=-0.56 de_lowest_kcal_mol=378.8 spin_multiplicity=1 mol_weight_g_mol=216.18
O 11.61346 -13.88726 6.54924
H 12.30964 -14.35089 6.08382
H 11.47727 -13.08704 6.04196
O 14.64721 -15.23812 8.88836
H 14.84518 -15.01792 9.79862
H 13.91519 -14.66644 8.65692
O 16.38499 -15.60723 5.77165
H 15.82120 -16.28106 5.39173
H 15.78220 -15.01670 6.22346
O 17.59457 -14.33789 7.40669
H 17.31152 -14.57339 6.52314
H 16.80626 -13.99533 7.82792
O 12.46714 -12.58678 5.09679
H 13.26898 -12.91180 4.68732
H 12.00349 -12.13532 4.39149
O 13.13010 -15.19530 6.05468
H 13.50680 -15.18809 5.17475
H 13.72153 -15.74902 6.56441
O 14.75605 -13.64491 6.35507
H 13.93966 -13.18890 6.55948
H 15.21088 -13.71078 7.19472
O 15.91398 -13.46948 8.31532
H 15.33179 -13.69583 9.04062
H 16.44947 -12.75134 8.65256
O 15.04725 -11.14299 7.29268
H 14.22513 -11.44794 6.90882
H 15.34761 -11.87592 7.83009
O 13.08062 -11.73372 7.19764
H 12.60829 -12.10853 6.45423
H 12.63113 -12.08180 7.96772
O 13.04742 -14.08338 8.25433
H 12.59365 -14.28662 7.43640
H 12.44532 -13.50808 8.72627
O 15.92525 -12.45214 5.11001
H 15.35171 -13.02288 5.62145
H 16.35535 -13.03912 4.48817



15
Properties=species:S:1:pos:R:3 method="wB97M-V/def2-TZVPD" homo_lumo_gap_ev="11.43 / 5.70" charge=+1 lumo_energy_ev="-3.44 / -9.10" de_lowest_kcal_mol=68.7 spin_multiplicity=2 mol_weight_g_mol=104.11
C 0.65645 0.80012 0.02441
C -0.25546 1.67395 1.00205
O 0.37119 2.92462 1.04715
N -0.35573 -0.10021 -0.37049
C -0.25732 -1.46172 -0.60747
N 0.88659 -2.18236 -0.54485
O -1.22648 -2.17814 -0.83272
H 1.24411 1.43720 -0.79604
H 1.48521 0.28587 0.52563
H -1.35956 1.93558 0.74668
H -0.22719 1.22905 2.01426
H -0.19622 3.48255 1.79535
H -1.28930 0.38668 -0.73881
H 1.70629 -1.79817 -0.39119
H 0.90091 -3.02665 -0.97794